Record 1
A 6-piece molecular cluster, H11O6 overall, computed with ωB97M-V/def2-TZVPD.

The value obtained for the lowest unoccupied orbital energy is 3.722 eV. As for the energy relative to the best compared isomer or geometry (same formula, charge and spin): 21.6 kcal per mole. For the total energy, the calculation gives -458.0848 Ha. The calculation puts the HOMO-LUMO gap at 0.33458 hartree.

```
! wB97M-V def2-TZVPD RIJCOSX def2/J DEFGRID3
* xyz -1 1
O -0.52855 1.42168 0.87988
H 0.14217 1.72834 1.49493
O -2.22487 -0.54080 1.35256
H -2.26514 -0.66440 2.29347
H -1.47976 0.09370 1.13030
O 1.29355 0.01124 -0.19253
H 1.22027 -0.02125 -1.14803
H 0.55420 0.63063 0.26151
O -0.49723 1.75331 -1.98858
H 0.46036 1.63721 -1.96783
H -0.80424 1.69399 -1.05661
O 1.50466 -1.65219 2.47817
H 1.98281 -0.91502 2.09054
H 0.87824 -1.88766 1.77371
O -0.26020 -1.38548 -2.71789
H 0.67369 -1.15993 -2.59468
H -0.64997 -0.74338 -2.08891
*
```



Record 2
C2H6BrI2NP as an isolated structure, computed with ωB97M-V/def2-TZVPD.

The value obtained for the lowest unoccupied orbital energy (spin up / spin down) is -7.279 / -7.284 eV. As for the energy relative to the best compared isomer or geometry (same formula, charge and spin): 13.9 kcal per mole. For the total energy, the calculation gives -3645.0298 Ha. The calculation puts the HOMO-LUMO gap (spin up / spin down) at 0.22816 / 0.22816 hartree.

```
! wB97M-V def2-TZVPD RIJCOSX def2/J DEFGRID3
* xyz 1 1
C -0.32607 0.99912 1.11272
C 1.47482 0.05186 -0.30551
N 0.20434 -0.16385 0.24998
P -0.92973 -1.08221 -0.40143
Br 0.17397 -2.55153 -1.57632
I -2.30211 0.59648 -2.65023
I -2.56565 -2.20803 1.05621
H -1.43806 1.12492 1.12840
H 0.12418 0.96074 2.09653
H 0.10713 1.92649 0.54722
H 1.58806 0.88386 -1.03234
H 2.15435 0.38182 0.47637
H 1.73479 -0.91967 -0.70160
*
```



Record 3
A 2-piece molecular cluster, C5H9NS2 overall, computed with ωB97M-V/def2-TZVPD.

The value obtained for the lowest unoccupied orbital energy (spin up / spin down) is -0.626 / -1.727 eV. As for the energy relative to the best compared isomer or geometry (same formula, charge and spin): 87.4 kcal per mole. For the total energy, the calculation gives -1046.9090 Ha. The calculation puts the HOMO-LUMO gap (spin up / spin down) at 0.30852 / 0.21025 hartree.

```
! wB97M-V def2-TZVPD RIJCOSX def2/J DEFGRID3
* xyz 0 1
C -0.27847 0.07980 -1.60037
C -0.85530 2.42210 -0.93318
C -1.74793 -1.40704 0.58361
C 2.71487 -1.13677 1.09054
C -0.95574 0.90204 -0.65966
N 0.19160 -0.62176 -2.39800
S -1.98629 0.36393 0.56565
S 1.77451 0.38742 0.69128
H -1.05158 3.02664 -0.11999
H -1.54592 2.70580 -1.70960
H 0.20823 2.54871 -0.99463
H -0.77595 -1.41730 1.11448
H -1.92825 -1.90067 -0.43077
H -2.49349 -1.87778 1.23604
H 3.54779 -1.01258 0.50616
H 2.28551 -2.06957 0.87185
H 2.89639 -0.99296 2.18660
*
```



Record 4
A 2-piece molecular cluster, C4H12 overall, computed with ωB97M-V/def2-TZVPD.

The value obtained for the lowest unoccupied orbital energy is 1.133 eV. As for the energy relative to the best compared isomer or geometry (same formula, charge and spin): 31.4 kcal per mole. The SMILES is CC.CC. For the total energy, the calculation gives -159.5349 Ha. The calculation puts the HOMO-LUMO gap at 0.43772 hartree.

```
! wB97M-V def2-TZVPD RIJCOSX def2/J DEFGRID3
* xyz 0 1
C -0.51759 -1.59028 -0.95919
C -0.20278 -1.36085 -2.43406
H -1.18442 -0.83996 -0.61322
H -0.85534 -2.57255 -0.65591
H 0.50716 -1.64843 -0.37443
H 0.89968 -1.42236 -2.69785
H -0.51745 -0.28824 -2.71674
H -0.62107 -2.28123 -2.88793
C 0.01463 2.09098 2.12469
C 0.61796 0.91597 1.24041
H 0.71701 2.44177 2.94544
H -0.21101 3.04981 1.57761
H -0.85717 1.70343 2.58232
H 1.17734 1.24594 0.37136
H 1.33778 0.30213 1.68112
H -0.30473 0.25385 0.81638
*
```